*w*
The following is a quantum chemistry calculation of the molecule C3H3NO3, from the Open Molecules 2025 dataset.

CARTESIAN COORDINATES (ANGSTROEM)
O: -2.543 0.603 0.817
O: -0.135 -0.018 1.285
O: 2.374 -1.282 0.645
N: -0.534 0.184 -0.790
C: 0.274 -0.282 0.106
C: 1.577 -0.987 -0.203
C: -1.430 0.924 0.590
H: 1.745 -1.193 -1.280
H: -0.962 1.911 0.617
H: -0.367 0.141 -1.788

## Properties
- E_HOMO (eV) = -10.4028
- molecular weight (g/mol) = 101.1
- gap between HOMO and LUMO (hartree) = 0.3550
- 2S+1 = 1

*x*
The following is a quantum chemistry calculation of the molecule C3H3NO3, from the Open Molecules 2025 dataset.

CARTESIAN COORDINATES (ANGSTROEM)
O: 2.441 0.967 0.728
O: 0.361 -1.321 0.562
O: -2.292 -1.635 0.436
N: 0.325 0.738 -0.266
C: -0.312 -0.390 0.169
C: -1.830 -0.579 0.102
C: 1.752 0.520 -0.135
H: -0.085 1.644 -0.411
H: -2.469 0.228 -0.286
H: 2.110 -0.173 -0.900

## Properties
- E_HOMO (eV) = -10.4432
- SMILES = O=CNC(=O)C=O
- molecular weight (g/mol) = 101.1
- gap between HOMO and LUMO (hartree) = 0.3635
- 2S+1 = 1

Q: What are the energies relative to the best structure? A: *w* 0.0375; *x* 0.0000, in hartree.

*w*
The following is a quantum chemistry calculation of a cluster of 3 separate species, CHN3O3S in total, from the Open Molecules 2025 dataset.

CARTESIAN COORDINATES (ANGSTROEM)
S: -3.056 0.829 0.999
O: 2.758 0.901 0.391
O: 3.670 -1.205 0.482
O: -3.254 1.927 -0.003
N: -1.552 -0.392 -0.661
N: -0.526 -0.883 -0.349
N: 0.331 -1.261 0.216
C: 3.196 -0.134 0.401
H: -1.567 0.218 -1.476

## Properties
- E_HOMO (alpha / beta) (eV) = -8.7368 / -8.8336
- molecular weight (g/mol) = 135.1
- gap between HOMO and LUMO (alpha / beta) (hartree) = 0.2737 / 0.2757
- 2S+1 = 1

*x*
The following is a quantum chemistry calculation of a cluster of 2 separate species, CHN3O3S in total, from the Open Molecules 2025 dataset.

CARTESIAN COORDINATES (ANGSTROEM)
S: -0.529 0.234 -0.118
O: -1.420 -0.384 -1.104
O: 2.069 -1.332 -0.015
O: 0.614 -2.581 0.991
N: 1.036 -1.657 0.356
N: -1.127 1.196 0.977
N: 0.772 2.336 -1.671
C: 0.358 1.525 -1.002
H: -1.773 0.663 1.585

## Properties
- E_HOMO (alpha / beta) (eV) = -10.7766 / -10.7498
- molecular weight (g/mol) = 135.1
- gap between HOMO and LUMO (alpha / beta) (hartree) = 0.2884 / 0.3117
- 2S+1 = 1

*y*
The following is a quantum chemistry calculation of a cluster of 2 separate species, CHN3O3S in total, from the Open Molecules 2025 dataset.

CARTESIAN COORDINATES (ANGSTROEM)
S: 0.462 -1.024 -1.200
O: 2.525 0.522 0.044
O: 1.036 1.526 -1.073
O: -0.253 -0.257 -2.194
N: -0.654 -0.131 1.037
N: -3.013 -0.485 1.249
N: 1.500 0.588 -0.540
C: -1.851 -0.472 1.159
H: 0.248 -0.266 1.518

## Properties
- E_HOMO (eV) = -9.7243
- molecular weight (g/mol) = 135.1
- gap between HOMO and LUMO (hartree) = 0.2208
- 2S+1 = 1

Q: What are the energies relative to the best structure? A: *w* 0.0000; *x* 0.1469; *y* 0.1589, in hartree.

*w*
The following is a quantum chemistry calculation of a cluster of 11 separate species, H24NO10 in total, from the Open Molecules 2025 dataset.

CARTESIAN COORDINATES (ANGSTROEM)
O: 1.163 -2.800 0.374
O: -0.742 0.681 3.158
O: 0.121 3.681 0.534
O: 2.637 -1.441 -2.359
O: 2.063 2.507 -0.988
O: 0.121 0.396 -2.607
O: -0.268 -2.394 -1.935
O: -2.132 -1.247 -0.201
O: -0.717 -2.268 2.402
O: -2.236 1.858 0.392
N: 0.635 0.232 0.520
H: 1.733 -1.569 -2.439
H: -1.162 -3.040 2.730
H: 0.645 -2.790 -0.414
H: -0.563 -3.274 -1.815
H: 2.266 2.201 -1.851
H: -0.643 -1.567 3.012
H: 1.057 0.861 1.210
H: -0.097 0.686 -0.047
H: 2.659 3.224 -0.879
H: -2.810 -0.648 0.135
H: -2.839 1.895 1.135
H: 1.414 -0.032 -0.047
H: -0.873 1.638 3.139
H: 0.518 -3.006 1.005
H: 0.859 3.416 -0.061
H: 0.238 -0.593 0.854
H: -0.296 4.391 0.096
H: -0.757 0.815 -2.608
H: -1.629 2.593 0.564
H: 0.712 1.078 -2.799
H: -2.092 -2.029 0.320
H: -1.127 0.334 3.987
H: 2.975 -1.957 -3.098
H: -0.825 -1.846 -1.420

## Properties
- E_HOMO (eV) = -13.6725
- molecular weight (g/mol) = 198.2
- gap between HOMO and LUMO (hartree) = 0.3943
- 2S+1 = 1
- total charge = +1

*x*
The following is a quantum chemistry calculation of a cluster of 11 separate species, H24NO10 in total, from the Open Molecules 2025 dataset.

CARTESIAN COORDINATES (ANGSTROEM)
O: -0.884 3.360 0.043
O: -2.764 1.934 -0.218
O: -2.421 -1.542 -1.580
O: -0.734 0.286 -2.237
O: 2.983 0.437 -2.001
O: 1.466 -2.067 2.189
O: 1.261 -1.904 -2.368
O: -0.948 -2.244 0.271
O: 2.487 2.780 1.462
O: -1.664 -0.405 2.413
N: 0.631 0.339 0.471
H: -0.150 -0.387 -2.577
H: -0.166 1.116 0.268
H: -3.188 1.252 -0.747
H: 2.011 -2.355 1.430
H: -3.127 -1.033 -1.161
H: -1.563 2.731 -0.072
H: -1.400 -1.110 3.095
H: -1.768 -1.861 -0.987
H: 3.232 2.815 1.992
H: -1.868 0.436 2.877
H: 0.424 -0.494 -0.168
H: 2.304 -1.637 -2.172
H: -1.544 -0.273 -2.194
H: 1.802 3.077 1.935
H: -0.637 3.604 -0.849
H: -3.325 1.762 0.682
H: 0.554 0.046 1.236
H: -1.327 -1.700 0.995
H: 1.585 0.614 0.262
H: 1.155 -2.822 2.704
H: -0.621 -3.097 0.750
H: 1.282 -2.706 -2.125
H: 3.182 1.012 -1.285
H: 3.741 0.038 -2.337

## Properties
- E_HOMO (eV) = -13.3362
- molecular weight (g/mol) = 198.2
- gap between HOMO and LUMO (hartree) = 0.3643
- 2S+1 = 1
- total charge = +1

*y*
The following is a quantum chemistry calculation of a cluster of 11 separate species, H24NO10 in total, from the Open Molecules 2025 dataset.

CARTESIAN COORDINATES (ANGSTROEM)
O: 4.390 0.960 -11.306
O: 8.634 -0.740 -15.103
O: 1.875 6.191 -14.575
O: 7.221 2.353 -18.768
O: 2.781 0.246 -21.211
O: -0.274 2.962 -11.880
O: 3.213 -4.365 -15.380
O: -0.405 -2.542 -19.283
O: -1.025 -3.019 -14.058
O: -0.940 2.425 -17.210
N: 3.364 0.553 -16.136
H: 5.279 1.080 -10.972
H: 3.896 -4.969 -15.671
H: 3.639 0.610 -15.165
H: 7.498 3.250 -18.956
H: 0.430 2.838 -11.243
H: -1.635 2.498 -16.555
H: 4.049 0.955 -16.759
H: 3.391 -0.438 -16.326
H: 2.456 0.943 -16.344
H: 3.516 -0.354 -21.081
H: -0.866 -3.934 -13.823
H: 1.339 6.971 -14.428
H: -0.898 -2.990 -15.006
H: 8.782 -0.409 -15.989
H: 7.533 1.843 -19.516
H: 0.044 -1.946 -19.883
H: 3.041 0.786 -21.957
H: -0.109 -3.414 -19.544
H: 9.371 -0.401 -14.594
H: -0.997 3.238 -17.712
H: 2.761 -4.834 -14.678
H: 0.077 3.598 -12.503
H: 3.999 0.310 -10.722
H: 2.172 6.270 -15.481

## Properties
- E_HOMO (eV) = -13.2842
- molecular weight (g/mol) = 198.2
- gap between HOMO and LUMO (hartree) = 0.3526
- 2S+1 = 1
- total charge = +1

Q: What are the energies relative to the best structure? A: *w* 0.0000; *x* 0.1346; *y* 0.0621, in hartree.

*w*
The following is a quantum chemistry calculation of a cluster of 2 separate species, C3H10N2O2 in total, from the Open Molecules 2025 dataset.

CARTESIAN COORDINATES (ANGSTROEM)
O: -1.959 -0.635 -1.176
O: 0.864 -2.192 1.293
N: 0.088 0.245 -1.757
N: 1.764 -0.052 1.168
C: 0.566 -0.840 1.026
C: -1.433 1.582 -0.347
C: -1.166 0.288 -1.060
H: 2.488 -0.520 0.625
H: -0.522 2.165 -0.196
H: 0.772 0.979 -1.615
H: 0.041 -2.684 1.117
H: 0.156 -0.473 -2.466
H: -2.132 2.178 -0.941
H: -0.182 -0.494 1.746
H: 0.436 -0.784 -0.184
H: 2.079 -0.123 2.134
H: -1.859 1.360 0.633

## Properties
- E_HOMO (eV) = -9.4422
- SMILES = CC(N)=O.NCO
- molecular weight (g/mol) = 106.1
- gap between HOMO and LUMO (hartree) = 0.3781
- 2S+1 = 1

*x*
The following is a quantum chemistry calculation of the molecule C3H10N2O2, from the Open Molecules 2025 dataset.

CARTESIAN COORDINATES (ANGSTROEM)
O: -0.832 0.832 0.427
O: 1.216 1.415 1.229
N: 0.667 -1.178 -0.697
N: 0.448 1.313 0.027
C: 1.214 0.090 -0.869
C: 0.010 -1.598 0.901
C: -1.769 1.026 -0.638
H: 0.551 1.468 1.929
H: -0.893 -1.237 1.384
H: -1.613 0.293 -1.432
H: 1.427 -1.855 -0.739
H: 2.264 0.195 -0.579
H: -0.173 -2.638 0.644
H: -1.672 2.033 -1.048
H: 0.864 -1.490 1.565
H: 1.056 0.458 -1.885
H: -2.764 0.874 -0.218

## Properties
- E_HOMO (eV) = -8.4937
- SMILES = CNCN(O)OC
- molecular weight (g/mol) = 106.1
- gap between HOMO and LUMO (hartree) = 0.3464
- 2S+1 = 1

Q: What are the energies relative to the best structure? A: *w* 0.0000; *x* 0.1944, in hartree.

*w*
The following is a quantum chemistry calculation of a cluster of 2 separate species, C3H10N2O2 in total, from the Open Molecules 2025 dataset.

CARTESIAN COORDINATES (ANGSTROEM)
O: 0.929 1.144 -2.743
O: -0.736 -1.429 1.760
N: -0.401 0.600 0.825
N: 1.462 -0.832 -0.687
C: 0.092 -1.274 -0.511
C: -1.239 1.214 1.795
C: -0.351 -0.732 0.847
H: -1.026 0.945 2.904
H: -1.354 2.260 1.618
H: 0.848 0.592 -3.539
H: -0.084 -2.370 -0.634
H: -0.130 1.162 0.060
H: 1.268 0.518 -1.994
H: -0.626 -0.828 -1.298
H: 1.535 -0.137 0.086
H: -2.327 0.839 1.826
H: 2.142 -1.672 -0.315

## Properties
- E_HOMO (eV) = -9.5864
- SMILES = CNC(=O)CN.O
- molecular weight (g/mol) = 106.1
- gap between HOMO and LUMO (hartree) = 0.3795
- 2S+1 = 1

*x*
The following is a quantum chemistry calculation of a cluster of 2 separate species, C3H10N2O2 in total, from the Open Molecules 2025 dataset.

CARTESIAN COORDINATES (ANGSTROEM)
O: -2.049 1.828 1.834
O: -1.075 0.778 -0.974
N: 1.948 0.894 -0.900
N: -1.479 -1.391 -0.571
C: -0.810 -0.232 -0.342
C: 1.689 -0.394 -0.281
C: 0.416 -0.314 0.591
H: -1.479 2.125 1.143
H: 1.457 -1.205 -0.998
H: -1.270 -2.295 -0.174
H: -2.420 -1.279 -0.922
H: 2.671 0.791 -1.620
H: 1.208 1.074 -1.574
H: 2.520 -0.757 0.325
H: -1.981 0.866 1.924
H: 0.526 0.581 1.204
H: 0.129 -1.071 1.334

## Properties
- E_HOMO (eV) = -9.8329
- SMILES = NCCC(N)=O.O
- molecular weight (g/mol) = 106.1
- gap between HOMO and LUMO (hartree) = 0.3846
- 2S+1 = 1

*y*
The following is a quantum chemistry calculation of a structure of composition C3H10N2O2, from the Open Molecules 2025 dataset.

CARTESIAN COORDINATES (ANGSTROEM)
O: -0.455 0.920 -2.040
O: 1.753 -0.598 -0.362
N: -0.360 -0.538 1.217
N: -1.239 -1.762 1.229
C: 0.635 1.485 0.287
C: -0.799 -0.093 -1.066
C: 0.162 0.094 0.064
H: -0.095 -0.330 2.167
H: -0.160 2.232 0.164
H: 0.425 0.578 -2.378
H: -0.875 -2.340 2.000
H: 1.350 1.750 -0.470
H: -0.850 -1.098 -1.540
H: -1.848 0.282 -0.804
H: 1.180 1.562 1.189
H: -1.056 -2.278 0.339
H: 2.232 0.136 0.005

## Properties
- E_HOMO (eV) = -8.4430
- molecular weight (g/mol) = 106.1
- gap between HOMO and LUMO (hartree) = 0.3421
- 2S+1 = 1

*z*
The following is a quantum chemistry calculation of a structure of composition C3H10N2O2, from the Open Molecules 2025 dataset.

CARTESIAN COORDINATES (ANGSTROEM)
O: -0.712 2.116 -0.781
O: 1.026 -0.377 -1.872
N: -1.319 1.229 1.316
N: -0.680 -1.396 -0.611
C: -0.355 1.205 0.243
C: 1.629 -1.189 0.345
C: 0.707 -0.804 -0.775
H: -2.250 1.144 0.918
H: -1.130 -1.570 -1.502
H: -0.819 -0.005 -0.193
H: 2.111 -2.140 0.097
H: -0.864 -2.028 0.162
H: 0.617 1.492 0.656
H: -1.296 2.134 1.783
H: -0.147 1.895 -1.541
H: 2.381 -0.409 0.462
H: 1.100 -1.298 1.293

## Properties
- E_HOMO (eV) = -7.9781
- molecular weight (g/mol) = 106.1
- gap between HOMO and LUMO (hartree) = 0.3214
- 2S+1 = 1

Q: What are the energies relative to the best structure? A: *w* 0.0329; *x* 0.0000; *y* 0.1147; *z* 0.0902, in hartree.

*w*
The following is a quantum chemistry calculation of the molecule C3H10N2O2, from the Open Molecules 2025 dataset.

CARTESIAN COORDINATES (ANGSTROEM)
O: 1.832 1.368 -0.289
O: 0.269 -0.101 -1.523
N: -1.784 1.154 -0.398
N: -1.272 -0.006 0.369
C: 1.257 0.419 0.589
C: 0.490 -1.893 0.040
C: 0.295 -0.395 -0.144
H: 0.209 -2.371 -0.816
H: 1.358 2.160 -0.204
H: 1.557 -2.158 0.185
H: -0.113 -2.252 0.872
H: -1.000 1.367 -1.034
H: 2.169 -0.281 0.599
H: 1.141 0.231 -1.838
H: 0.827 0.643 1.610
H: -2.632 0.833 -1.015
H: -1.764 -0.876 0.230

## Properties
- E_HOMO (eV) = -8.1495
- SMILES = C[C@](O)(CO)NN
- molecular weight (g/mol) = 106.1
- gap between HOMO and LUMO (hartree) = 0.3266
- 2S+1 = 1

*x*
The following is a quantum chemistry calculation of a cluster of 2 separate species, C3H10N2O2 in total, from the Open Molecules 2025 dataset.

CARTESIAN COORDINATES (ANGSTROEM)
O: 0.270 1.174 1.643
O: -1.857 0.764 0.821
N: 1.699 -1.643 -0.861
N: 0.801 -1.908 0.223
C: -0.444 -1.353 -0.066
C: -0.129 1.668 -0.640
C: -0.494 0.795 0.526
H: 2.624 -1.902 -0.534
H: -1.237 -1.653 0.612
H: 0.341 -0.547 0.527
H: 0.941 1.610 -0.839
H: -0.382 2.716 -0.427
H: -0.673 1.350 -1.530
H: -0.737 -1.118 -1.091
H: 1.482 -2.268 -1.640
H: -0.016 0.640 2.398
H: -2.190 1.676 0.879

## Properties
- E_HOMO (eV) = -6.9050
- molecular weight (g/mol) = 106.1
- gap between HOMO and LUMO (hartree) = 0.2801
- 2S+1 = 1

*y*
The following is a quantum chemistry calculation of a cluster of 2 separate species, C3H10N2O2 in total, from the Open Molecules 2025 dataset.

CARTESIAN COORDINATES (ANGSTROEM)
O: 1.026 0.057 0.504
O: 0.110 -1.491 -1.089
N: -1.540 1.839 -0.262
N: -0.798 1.049 -1.191
C: -1.025 -1.213 1.028
C: -0.135 -0.813 -0.110
C: 2.338 -0.115 0.001
H: 3.018 0.384 0.701
H: 0.258 0.907 -1.096
H: 2.647 -1.160 -0.121
H: -1.361 0.689 -1.962
H: -2.300 1.305 0.159
H: -2.073 -1.115 0.729
H: -0.812 -2.250 1.289
H: -0.874 -0.589 1.910
H: -0.926 2.152 0.490
H: 2.444 0.363 -0.980

## Properties
- E_HOMO (eV) = -8.0028
- SMILES = COC(C)=O.NN
- molecular weight (g/mol) = 106.1
- gap between HOMO and LUMO (hartree) = 0.3253
- 2S+1 = 1

Q: What are the energies relative to the best structure? A: *w* 0.0075; *x* 0.0954; *y* 0.0000, in hartree.